Molecular formula: C24H44B5F20N8
Method: DFT, the ωB97M-V functional and the def2-TZVPD basis

Summary:
Net charge ... -1
LUMO energy ... 0.649 eV
Orbital gap ... 0.282 hartree
Multiplicity ... 1
ΔE to the lowest compared entry with this formula, charge and spin ... 0.0000 eV

XYZ file:
```
101
Properties=species:S:1:pos:R:3:forces:R:3:mulliken_charge:R:1
C -1.539480 -2.608341 3.198490 1.2864 -0.0355 -1.4100 -0.68
C -1.154799 -2.447654 4.646243 -0.0022 -0.5510 -0.2735 -0.71
N -2.296177 -2.672408 5.540882 -0.6900 -0.3086 0.4601 0.24
C -2.906262 -1.702962 6.297438 0.5360 -0.8975 0.5155 -0.32
C -3.867721 -2.352138 7.004329 -1.1303 -0.4536 0.5296 -0.38
N -3.909301 -3.682253 6.614371 0.8575 0.7662 -0.6768 0.11
C -2.911930 -3.849979 5.733738 0.0726 0.9067 -0.4731 -0.13
C -4.714342 -4.777966 7.190117 0.6471 1.2527 0.3458 -0.83
H -0.624945 -2.287022 2.687052 0.0591 -0.5363 -0.2945 0.02
H -2.279941 -2.031598 2.644097 -0.4280 0.5406 1.1477 0.32
H -1.715288 -3.645425 2.908029 0.2181 -0.1058 0.2096 0.42
H -0.626021 -1.521181 4.864530 -0.7274 0.3629 0.1029 0.39
H -0.423814 -3.203672 4.939807 -0.0098 -0.1625 -0.3707 0.28
H -2.424585 -0.741467 6.369893 -0.4987 0.2236 -0.0646 0.41
H -4.556699 -2.104284 7.794629 0.1525 0.6365 -0.1261 0.42
H -2.697948 -4.738743 5.163540 0.0852 -0.0832 0.1718 0.43
H -3.923316 -5.470936 7.461181 -0.8099 -0.8467 0.0206 0.41
H -5.529850 -5.084938 6.542757 0.4309 -0.3880 -0.3202 0.28
H -5.191953 -4.385521 8.086416 0.2051 -0.0645 0.1193 0.30
C 2.397622 0.599567 3.351215 0.6483 -0.2406 -0.1893 -1.37
C 2.408135 1.609504 2.189023 1.6331 -0.4675 0.3144 -0.46
N 1.872214 0.936905 0.978464 -1.1130 0.9436 -1.9982 0.81
C 0.580293 0.497979 0.703242 -0.1627 -0.1984 1.6423 -0.23
C 0.472232 0.102878 -0.586552 0.2048 0.0362 1.6589 -0.80
N 1.712427 0.310263 -1.131614 0.0468 0.5654 0.2740 0.54
C 2.518898 0.857410 -0.200879 0.1823 -0.5712 0.2108 -0.63
C 2.034664 -0.070862 -2.475961 0.9409 -0.3722 -2.1409 -0.93
H 2.854865 -0.346104 3.049882 -0.6725 -0.1529 -0.6433 0.46
H 1.378885 0.517632 3.727589 0.0328 -0.2218 0.0620 0.18
H 3.102470 0.736996 4.173878 -0.2133 1.1816 -0.0081 0.51
H 3.387116 1.955113 1.848183 0.4871 -0.8935 0.3994 0.58
H 2.035713 2.594271 2.481531 -1.4562 -0.3856 -0.3841 0.11
H -0.100595 0.362969 1.529198 -0.2590 0.2485 -0.1893 0.30
H -0.379171 -0.424380 -0.979780 0.3107 0.0884 -0.7082 0.49
H 3.567471 1.096857 -0.311677 0.0091 -0.1211 -0.1744 0.64
H 2.340033 0.721827 -3.162253 0.0624 0.5865 0.6793 0.28
H 1.183785 -0.476834 -3.020922 -0.3448 -0.1686 0.7059 0.01
H 2.865240 -0.773545 -2.548286 -0.0265 -0.0923 0.5147 0.53
C -4.055310 6.937125 -1.404998 -0.6108 0.2463 0.6762 -1.20
C -2.789839 7.712172 -1.030201 -0.0137 -0.8895 -1.3320 -0.31
N -1.698228 6.842994 -0.560412 0.6684 0.0381 1.3813 0.18
C -0.994760 7.005392 0.635680 -0.3421 0.7500 -0.4642 -0.44
C -0.055593 6.040990 0.710209 -0.4441 -0.7974 -0.6108 -0.38
N -0.243799 5.229987 -0.415580 0.2735 0.9784 1.1269 0.28
C -1.194749 5.769542 -1.151833 -1.0025 -0.4957 -0.6715 -0.15
C 0.540941 4.064512 -0.724208 0.6375 -1.5930 -0.7189 -0.70
H -4.451401 6.454388 -0.510387 -0.0768 -0.0541 -0.0506 0.34
H -4.040142 6.188592 -2.195947 0.7356 0.0437 -0.0111 0.39
H -4.797943 7.663123 -1.740979 0.0007 0.0729 0.1272 0.37
H -3.014896 8.446905 -0.264318 0.1741 -0.0575 0.0893 0.29
H -2.421978 8.205615 -1.929600 0.0735 0.3247 0.1682 0.28
H -1.239279 7.848283 1.258152 0.1786 -0.1406 0.1985 0.41
H 0.689682 5.778131 1.439709 -0.1023 0.1061 0.1036 0.45
H -1.629142 5.362911 -2.052165 0.3571 -0.1924 -0.0568 0.46
H 0.849730 3.448492 0.120937 -0.2830 0.6861 0.5869 0.01
H 1.447493 4.334099 -1.264295 -0.1324 0.1105 -0.1223 0.35
H -0.036214 3.337186 -1.297261 -0.1206 0.3659 -0.3629 0.31
C 2.498150 -3.847727 -4.878578 -0.1012 -0.1588 -0.1873 -1.73
C 1.524548 -3.756599 -3.706840 1.3092 -0.3854 -0.9435 0.35
N 0.157156 -3.552841 -4.147134 -1.0952 -0.2073 0.9262 0.24
C -0.930180 -3.828939 -3.318294 0.0948 0.6532 -0.7554 -0.51
C -2.028647 -3.445016 -4.017717 0.1051 1.0417 -0.0669 -0.61
N -1.597483 -2.802251 -5.178679 0.5548 -2.0686 -0.2049 0.31
C -0.284388 -3.045491 -5.290170 0.2135 1.2970 0.7447 -0.09
C -2.484605 -2.162064 -6.142077 -0.1665 -0.6270 -0.0273 -0.97
H 2.779948 -2.907474 -5.353691 0.1203 0.2325 0.5062 0.43
H 2.116250 -4.450952 -5.707222 -0.0030 -0.4260 0.2575 0.42
H 3.373418 -4.319713 -4.435524 0.2729 0.1474 -0.4732 0.41
H 1.913119 -2.977589 -3.049109 -0.7014 0.0290 0.2496 -0.05
H 1.556378 -4.709622 -3.181815 -0.1710 0.1655 0.2340 0.38
H -0.786764 -4.084940 -2.280281 -0.0097 -0.3710 -0.0378 0.43
H -3.082770 -3.482411 -3.807223 0.0812 0.1209 0.2776 0.43
H 0.394043 -2.750475 -6.072397 -0.2869 0.2137 -0.1483 0.41
H -2.823513 -1.235606 -5.685521 -0.1244 0.0821 -0.3687 0.31
H -3.294361 -2.864023 -6.349755 -0.2052 0.2106 0.2097 0.39
H -1.993680 -2.018631 -7.100807 0.3072 0.3506 0.2615 0.33
B -1.439185 0.534609 -4.322665 -0.2280 1.6581 0.3113 0.43
F -0.748069 1.657052 -3.831062 0.2669 0.3100 0.4438 -0.37
F -2.769850 0.935216 -4.582786 -0.2743 -0.4286 0.0257 -0.37
F -0.846824 0.202499 -5.534797 0.2605 -1.0138 -0.2785 -0.36
F -1.418436 -0.456795 -3.331882 0.0860 -0.5386 -0.3853 -0.25
B 5.959673 -0.409275 -4.281714 2.1189 -0.9347 -0.2283 0.53
F 5.046863 -1.129763 -5.073175 -0.8045 0.4788 -0.1062 -0.38
F 7.079182 -1.284299 -4.130334 -0.1138 -0.1705 0.3987 -0.42
F 6.529370 0.700318 -4.972544 -1.1599 0.1944 0.3208 -0.40
F 5.436977 -0.116591 -3.013392 -0.3547 0.4119 -0.4899 -0.31
B 1.059217 -3.694650 0.221569 1.5225 -0.3660 0.5540 0.65
F -0.144094 -3.072315 -0.108319 -0.8004 -0.0885 -0.0975 -0.38
F 1.339730 -3.576769 1.605587 -0.6079 0.0298 -0.0458 -0.40
F 1.079329 -5.068884 -0.124053 -0.6339 0.1331 -0.1302 -0.40
F 2.091069 -3.067609 -0.477907 0.1113 0.3626 -0.4896 -0.36
B 5.919336 0.268020 2.344889 -0.4448 -0.0953 0.1627 0.41
F 5.040628 0.319485 1.264942 -0.6884 -0.0196 -1.1926 -0.23
F 6.099211 1.616100 2.730777 0.1873 -0.0494 0.5845 -0.43
F 5.233198 -0.499209 3.335557 0.5098 0.3531 0.3112 -0.42
F 7.111541 -0.329912 1.988581 0.2409 -0.0038 0.2008 -0.36
B -1.659712 2.097889 3.380594 -0.8700 0.6909 0.9794 0.45
F -1.952303 0.764666 3.045531 0.6112 -0.2843 -0.2946 -0.29
F -1.630208 2.920457 2.220228 0.5266 -0.3741 0.2384 -0.35
F -2.701539 2.535865 4.218240 -0.7750 0.2674 -0.0260 -0.39
F -0.524223 2.225822 4.206604 0.5842 -0.3459 -0.9169 -0.40
```
Positions in Å, forces in eV/Å.